ORCA calculation (ωB97M-V/def2-TZVPD) on a structure of composition C15H72BNO32 at a distorted geometry.

Geometry as XYZ:
```
121
C15H72BNO32 ωB97M-V/def2-TZVPD
C -2.23 -3.48 -2.44
C -1.40 -2.18 -2.52
C -0.80 -1.70 -1.08
C -0.44 -0.22 -1.11
N -0.04 0.43 0.18
C -1.21 0.48 1.15
C -1.02 1.54 2.24
C -0.03 2.53 1.51
C 0.07 1.91 0.19
C 1.06 -0.17 0.93
C 2.41 -0.11 0.25
C 3.55 -0.81 1.04
H -1.68 -4.52 -2.63
H -2.82 -3.64 -3.26
H -2.71 -3.61 -1.44
H -2.29 -1.33 -2.74
H -0.46 -2.15 -3.15
H -0.02 -2.53 -0.76
H -1.70 -1.83 -0.49
H -0.94 0.35 -1.69
H 0.53 -0.26 -1.68
H -1.25 -0.57 1.73
H -2.04 0.62 0.60
H -0.54 1.29 3.23
H -1.94 1.97 2.37
H 1.04 2.63 1.95
H -0.35 3.56 1.50
H 1.00 2.23 -0.34
H -0.69 2.12 -0.50
H 0.94 -1.19 1.32
H 1.13 0.14 1.94
H 2.84 0.81 0.15
H 2.28 -0.76 -0.68
H 4.13 -1.17 0.31
H 3.33 -1.79 1.52
H 3.99 0.09 1.47
O -5.19 -1.77 -4.97
C -5.12 -0.76 -4.23
O -4.67 0.30 -4.67
B -4.40 1.10 -3.51
O -4.70 0.19 -2.35
C -5.16 -0.82 -2.91
O -5.69 -1.73 -2.21
O -5.31 2.34 -3.42
C -4.58 3.37 -3.37
O -5.01 4.52 -3.22
C -3.14 2.89 -3.47
O -3.06 1.64 -3.43
O -2.34 3.55 -3.98
O 6.10 -0.56 3.19
H 6.20 -0.59 2.27
H 6.18 -1.34 3.59
O 2.20 -4.69 0.28
H 2.27 -5.44 -0.24
H 3.14 -4.52 0.57
O -0.62 -2.28 3.66
H -0.47 -2.77 2.92
H -1.51 -1.91 3.73
O -5.30 -5.56 -3.85
H -4.58 -5.97 -3.39
H -5.28 -5.49 -4.89
O 2.54 0.39 4.07
H 3.01 -0.39 4.40
H 3.35 0.92 4.09
O 0.36 2.37 -3.32
H 0.54 3.15 -2.80
H -0.50 2.17 -3.41
O 0.83 3.81 4.20
H 0.06 3.52 4.60
H 1.34 4.27 5.04
O 4.97 -4.15 0.30
H 5.26 -3.92 1.18
H 5.72 -3.77 -0.10
O 5.99 0.66 -1.31
H 5.56 -0.03 -1.77
H 5.22 1.26 -1.39
O -3.26 -1.50 2.91
H -3.33 -1.96 2.24
H -3.39 -0.59 2.64
O 0.55 4.90 -2.12
H 0.54 4.73 -1.19
H -0.33 5.23 -2.17
O -0.17 -3.87 1.27
H 0.57 -4.15 0.82
H -0.93 -4.45 1.41
O 4.89 1.89 3.58
H 5.31 2.05 4.47
H 5.45 1.21 3.35
O 4.04 -1.98 4.97
H 3.39 -2.64 4.64
H 4.48 -1.64 4.21
O -1.42 0.23 -5.02
H -2.06 0.71 -4.44
H -1.38 0.58 -5.86
O -3.15 4.08 -0.39
H -3.99 3.50 -0.29
H -2.91 4.22 0.46
O 1.62 5.40 0.91
H 1.88 6.06 0.32
H 2.21 5.49 1.48
O -0.59 1.85 5.92
H -0.57 2.29 6.78
H -0.32 0.96 6.12
O 2.90 -2.14 -3.16
H 3.69 -1.86 -3.56
H 3.21 -2.72 -2.59
O -3.43 2.15 4.66
H -3.19 2.66 3.78
H -2.61 2.05 5.02
O -1.46 -2.31 -5.79
H -1.27 -1.46 -5.54
H -0.77 -2.84 -5.48
O 0.78 -4.33 -4.58
H 1.48 -3.76 -4.75
H 0.97 -4.89 -3.88
O 3.65 4.51 2.78
H 4.11 3.71 2.69
H 2.94 4.35 3.38
O -4.36 0.72 1.45
H -4.87 -0.19 1.45
H -4.88 1.13 2.12
```

As for the total charge: 0. The lowest unoccupied orbital energy comes out at -1.4 eV. The energy above the lowest of the compared OMol25 structures with the same formula, charge and spin comes out at 254.9 kJ/mol.